[1]
{
  "formula": "CH5IN3O",
  "method": "the ωB97M-V functional and the def2-TZVPD basis",
  "lumo_ev": [-7.41, -7.41],
  "gap_ev": [6.63, 6.65],
  "total_charge": 1,
  "e_above_lowest_kj_mol": 129.6,
  "spin_multiplicity": 1,
  "symbols": ["C", "N", "N", "N", "O", "I", "H", "H", "H", "H", "H"],
  "coordinates": [[0.459450, 0.637043, 0.214965], [1.158959, 1.203827, 1.162385], [-0.019764, -0.571751, 0.099269], [0.164983, -1.811537, 0.521101], [-0.083434, 1.411002, -0.746830], [1.604107, -2.931760, 2.525504], [1.467204, 0.740976, 2.037716], [1.323150, 2.229295, 1.072110], [-0.514419, 0.914782, -1.402589], [0.815951, -2.410969, -0.163333], [-0.803175, -2.211583, 0.792488]],
  "forces_ev_per_angstrom": [[-2.206, -1.033, -1.281], [1.027, 1.410, 0.849], [0.031, -0.393, 0.180], [1.118, -2.307, -0.078], [2.420, 2.110, 2.611], [-0.991, 1.046, -1.184], [-0.421, 0.297, -1.214], [-0.156, -1.292, 0.173], [-0.960, -1.410, -1.359], [-2.128, 1.366, 1.914], [2.266, 0.206, -0.610]]
}

---

[2]
{
  "formula": "CH5INO",
  "method": "the ωB97M-V functional and the def2-TZVPD basis",
  "lumo_ev": -4.45,
  "smiles": "[NH3+][C@H](O)I",
  "gap_ev": 9.90,
  "total_charge": 1,
  "e_above_lowest_kj_mol": 68.6,
  "spin_multiplicity": 1,
  "symbols": ["N", "C", "O", "I", "H", "H", "H", "H", "H"],
  "coordinates": [[-0.219171, -0.758055, -0.572403], [0.346099, 0.147651, 0.411383], [-0.819097, 0.905130, 0.810238], [1.688305, 1.508311, -0.666117], [-0.857445, -0.274687, -1.240899], [-0.918558, -1.373455, -0.355620], [0.531773, -1.367610, -1.037872], [0.915361, -0.391650, 1.269252], [-0.667269, 1.604366, 1.382037]],
  "forces_ev_per_angstrom": [[1.931, -0.172, -3.202], [-0.355, 2.461, 2.195], [0.623, -4.040, -2.396], [-0.179, -0.668, 0.431], [1.492, 0.785, -0.357], [-2.136, -2.718, 2.735], [-1.188, 1.417, 0.331], [-1.162, 0.793, -1.618], [0.974, 2.142, 1.880]]
}

---

[3]
{
  "formula": "CH5INP",
  "method": "the ωB97M-V functional and the def2-TZVPD basis",
  "lumo_ev": 0.01,
  "gap_ev": 8.86,
  "total_charge": 0,
  "e_above_lowest_kj_mol": 201.9,
  "spin_multiplicity": 1,
  "symbols": ["C", "N", "P", "I", "H", "H", "H", "H", "H"],
  "coordinates": [[-0.903823, 0.179993, -0.273274], [0.382287, 0.867375, -0.092633], [1.570629, -0.154440, 0.555979], [1.847134, -1.752627, -1.229862], [-1.009390, -0.711032, 0.455852], [-1.781551, 0.884160, -0.161903], [-0.822398, -0.286462, -1.214288], [0.415809, 1.880412, 0.268301], [0.301304, -0.907380, 1.691829]],
  "forces_ev_per_angstrom": [[-0.794, 0.602, 1.581], [0.174, 1.093, 1.221], [-1.816, 0.254, 2.334], [-0.155, -0.480, -0.134], [0.018, 1.567, -0.667], [0.992, -0.849, -0.394], [-0.626, -0.378, -1.390], [-0.285, -2.414, -0.683], [2.492, 0.605, -1.867]]
}

---

[4]
{
  "formula": "CH5IOSi",
  "method": "the ωB97M-V functional and the def2-TZVPD basis",
  "lumo_ev": 0.36,
  "smiles": "CO[SiH2]I",
  "gap_ev": 10.28,
  "total_charge": 0,
  "e_above_lowest_kj_mol": 204.4,
  "spin_multiplicity": 1,
  "symbols": ["C", "O", "Si", "I", "H", "H", "H", "H", "H"],
  "coordinates": [[-1.050723, -0.001651, -0.394753], [-0.504623, -0.591162, 0.750192], [1.022327, 0.278873, 1.506337], [1.062010, 0.113357, 3.917836], [-2.089801, 0.282458, -0.225105], [-0.919230, -0.741237, -1.304687], [-0.455470, 0.954942, -0.722539], [0.823196, 1.578601, 1.098242], [2.042660, -0.231623, 0.797375]],
  "forces_ev_per_angstrom": [[1.847, 0.397, -2.252], [2.943, 1.354, 2.227], [-5.511, -2.198, -0.108], [0.043, -0.141, -0.346], [-0.025, -0.136, -0.191], [-0.600, 1.364, 1.654], [-1.131, -1.413, 0.487], [-0.266, 2.226, -0.327], [2.700, -1.455, -1.145]]
}

---

[5]
{
  "formula": "CH5MgO2",
  "method": "the ωB97M-V functional and the def2-TZVPD basis",
  "lumo_ev": [-0.01, -1.32],
  "gap_ev": [7.49, 8.01],
  "total_charge": 0,
  "spin_multiplicity": 2,
  "symbols": ["O", "Mg", "H", "C", "H", "H", "H", "O", "H"],
  "coordinates": [[-0.395771, 0.916408, -0.100276], [-0.758892, 2.665033, 0.475422], [0.914755, 0.622059, -0.672804], [-0.736014, -0.592224, 0.236637], [-0.347180, -0.808297, 1.248336], [-1.839805, -0.642131, 0.223093], [-0.527516, -1.492415, -0.367515], [1.577906, -0.235434, -0.907689], [2.112513, -0.432998, -0.135205]],
  "forces_ev_per_angstrom": [[-0.954, -2.658, 0.462], [0.035, -0.643, -0.183], [1.591, -2.865, -0.211], [-1.420, 1.804, 0.748], [-0.243, 0.305, -0.487], [0.304, 0.434, 0.555], [1.088, 1.425, -0.679], [-0.389, 1.972, -0.259], [-0.013, 0.226, 0.055]]
}

---

[6]
{
  "formula": "CH5N2",
  "method": "the ωB97M-V functional and the def2-TZVPD basis",
  "lumo_ev": -4.86,
  "gap_ev": 11.58,
  "total_charge": 1,
  "e_above_lowest_kj_mol": 171.9,
  "spin_multiplicity": 1,
  "symbols": ["C", "N", "N", "H", "H", "H", "H", "H"],
  "coordinates": [[0.043848, -0.365382, -0.350718], [0.834765, -0.368961, 0.688195], [-0.868577, 0.518881, -0.563017], [0.162987, -1.172079, -1.071127], [1.540908, -1.077111, 0.820466], [0.763881, 0.359642, 1.393292], [-1.502372, 0.573971, -1.343246], [-0.975440, 1.531039, 0.426154]],
  "forces_ev_per_angstrom": [[0.213, -0.667, -0.330], [0.116, 0.295, 0.430], [-0.535, 4.633, 4.437], [-0.034, 0.089, -0.015], [-0.070, -0.009, -0.087], [0.119, -0.250, -0.118], [0.009, -0.097, -0.084], [0.183, -3.995, -4.233]]
}

---

[7]
{
  "formula": "CH5N2",
  "method": "the ωB97M-V functional and the def2-TZVPD basis",
  "lumo_ev": -4.35,
  "smiles": "NC=[NH2+]",
  "gap_ev": 12.38,
  "total_charge": 1,
  "e_above_lowest_kj_mol": 15.5,
  "spin_multiplicity": 1,
  "symbols": ["N", "C", "N", "H", "H", "H", "H", "H"],
  "coordinates": [[0.133996, 1.163074, -0.110512], [-0.437276, -0.005686, 0.020985], [0.206222, -1.143165, 0.129552], [1.107174, 1.285670, -0.366042], [-0.318557, 1.998124, 0.233767], [-1.513259, -0.041582, 0.130745], [-0.335914, -1.996384, 0.159194], [1.157617, -1.260050, -0.197692]],
  "forces_ev_per_angstrom": [[0.286, 0.256, -0.141], [0.232, -0.013, 0.755], [-0.232, -0.284, -1.049], [-0.018, -0.227, 0.257], [-0.352, -0.022, -0.456], [-0.038, 0.114, 0.288], [-0.002, 0.033, -0.005], [0.125, 0.143, 0.352]]
}

---

[8]
{
  "formula": "CH5N2O3",
  "method": "the ωB97M-V functional and the def2-TZVPD basis",
  "lumo_ev": -5.06,
  "gap_ev": 10.00,
  "total_charge": 1,
  "e_above_lowest_kj_mol": 291.3,
  "spin_multiplicity": 1,
  "symbols": ["C", "N", "N", "O", "O", "O", "H", "H", "H", "H", "H"],
  "coordinates": [[2.227063, -0.067840, 0.399431], [3.079798, -0.646429, -0.154785], [1.106406, 0.359360, 0.732900], [-2.946918, -0.107301, 0.772664], [-0.993369, 0.088296, -0.657184], [-2.171198, -0.606256, -0.366053], [3.964960, -0.697308, -0.552356], [-1.691270, -1.369972, -0.026556], [0.024360, 0.000111, -0.114443], [0.811987, 0.307628, 1.740872], [-3.776796, 0.344915, 0.519590]],
  "forces_ev_per_angstrom": [[0.248, -0.934, -0.919], [-0.948, 0.035, 0.860], [-1.878, -0.132, 1.330], [1.433, -0.522, 1.480], [0.021, 1.915, -1.602], [-0.174, 0.519, -0.149], [1.506, 0.173, -0.551], [-0.893, -1.413, 0.822], [-0.337, 0.184, 1.578], [0.717, 0.340, -1.348], [0.305, -0.166, -1.501]]
}

---

[9]
{
  "formula": "CH5N2OP",
  "method": "the ωB97M-V functional and the def2-TZVPD basis",
  "lumo_ev": [-0.48, -0.47],
  "gap_ev": [8.17, 8.18],
  "total_charge": 0,
  "e_above_lowest_kj_mol": 392.5,
  "spin_multiplicity": 1,
  "symbols": ["C", "N", "N", "O", "P", "H", "H", "H", "H", "H"],
  "coordinates": [[0.432668, 1.243737, 0.214731], [-0.766580, -1.200352, 0.196217], [-0.457699, -0.346259, -0.842837], [1.921350, -0.872152, 0.031681], [1.470591, 0.177115, -0.910995], [-0.126635, 2.090490, -0.214768], [-0.146105, 0.888362, 1.119834], [-1.567278, -0.968441, 0.815100], [0.187665, -1.544982, 0.531988], [-0.947978, 0.532480, -0.940951]],
  "forces_ev_per_angstrom": [[-2.057, -0.691, -0.759], [0.451, -0.441, -0.822], [1.171, 1.192, 1.614], [1.029, -1.206, 0.306], [-0.721, 0.410, 0.980], [0.561, 0.179, 0.065], [1.388, 0.384, -0.793], [1.402, -0.033, -0.523], [-1.535, 0.382, 0.100], [-1.689, -0.176, -0.170]]
}

---

[10]
{
  "formula": "CH5N2S",
  "method": "the ωB97M-V functional and the def2-TZVPD basis",
  "lumo_ev": 4.00,
  "gap_ev": 6.96,
  "total_charge": -1,
  "e_above_lowest_kj_mol": 53.5,
  "spin_multiplicity": 1,
  "symbols": ["N", "C", "N", "H", "H", "H", "H", "S", "H"],
  "coordinates": [[1.044842, 0.431545, 0.366826], [0.406777, 1.023682, 1.411204], [-0.757811, 1.534461, 1.415767], [2.052988, 0.231392, 0.486988], [0.498842, -0.150250, -0.362768], [1.044025, 1.146992, 2.293921], [-0.939363, 1.948706, 2.324378], [-0.358951, -1.406837, -1.489854], [-1.363149, -0.571576, -1.850239]],
  "forces_ev_per_angstrom": [[0.484, 0.129, 0.468], [1.460, 0.252, -0.105], [-0.884, -0.008, -0.294], [-1.355, 0.021, 0.022], [0.362, 0.423, 0.322], [0.240, -0.091, 0.159], [0.008, -0.132, 0.005], [-0.579, -0.402, -0.681], [0.264, -0.193, 0.104]]
}